Entry 1:
ORCA calculation (ωB97M-V/def2-TZVPD) on C9H7ClN2S in the gas phase at a distorted geometry.

Structure (ORCA input):
```
! wB97M-V def2-TZVPD RIJCOSX def2/J DEFGRID3
* xyz 0 1
C -3.40 0.60 0.20
C -1.92 0.15 0.04
C -0.74 0.91 0.26
C 0.42 0.29 -0.06
C 0.55 -1.07 0.11
N -0.55 -1.84 0.18
C -1.71 -1.27 0.06
Cl -2.94 -2.40 -0.13
N 1.75 -1.71 0.08
C 2.97 -1.55 0.18
C 4.14 -0.91 -0.16
S 3.51 0.86 -0.13
C 1.56 1.22 -0.39
H -3.92 -0.21 0.75
H -3.40 1.49 0.92
H -3.92 0.85 -0.70
H -0.46 2.00 0.26
H 5.16 -1.04 -0.07
H 1.56 1.41 -1.50
H 1.32 2.21 0.09
*
```

Values from the calculation:
Energy above the lowest of the compared OMol25 structures with the same formula, charge and spin, kcal per mole: 117.0
F_max, eV Å⁻¹: 5.7
Gap between HOMO and LUMO, eV: 7.36
SMILES string: Cc1cc2c(nc1Cl)N=C=CSC2
HOMO level, eV: -7.66



Entry 2:
ORCA calculation (ωB97M-V/def2-TZVPD) on C3H6N2O2 in the gas phase at a distorted geometry.

Structure (ORCA input):
```
! wB97M-V def2-TZVPD RIJCOSX def2/J DEFGRID3
* xyz 0 1
N 0.26 -1.93 1.30
C -0.53 -1.15 0.48
O -1.72 -1.08 0.53
C 0.31 -0.18 -0.32
N -0.56 0.92 -0.79
C -0.01 2.11 -1.12
O -0.52 3.18 -0.90
H 1.00 -1.54 1.86
H 0.13 -2.90 1.53
H 0.79 -0.62 -1.21
H 1.18 0.15 0.26
H -1.39 0.95 -0.20
H 1.07 2.08 -1.41
*
```

Values from the calculation:
Energy above the lowest of the compared OMol25 structures with the same formula, charge and spin, kcal per mole: 34.1
F_max, eV Å⁻¹: 1.7
Gap between HOMO and LUMO, eV: 10.34
SMILES string: NC(=O)CNC=O
HOMO level, eV: -9.79



Entry 3:
ORCA calculation (ωB97M-V/def2-TZVPD) on 2 unconnected molecules or ions with the total composition C21H28N at a distorted geometry.

Structure (ORCA input):
```
! wB97M-V def2-TZVPD RIJCOSX def2/J DEFGRID3
* xyz 1 1
C 6.17 -1.76 2.46
C 4.89 -1.01 2.50
C 4.89 0.40 2.55
C 3.70 1.12 2.67
C 2.44 0.45 2.75
C 1.20 1.15 2.91
C -0.02 0.52 2.66
C -1.27 1.14 2.65
C -2.52 0.42 2.55
C -3.76 1.11 2.49
C -4.96 0.41 2.47
C -4.99 -0.99 2.47
C -6.30 -1.71 2.46
C -3.77 -1.68 2.49
C -2.56 -1.00 2.53
C 2.47 -0.98 2.68
C 3.66 -1.68 2.55
H 6.00 -2.84 2.44
H 6.74 -1.50 1.56
H 6.80 -1.53 3.32
H 5.84 0.92 2.50
H 3.72 2.21 2.68
H 1.22 2.23 3.09
H 0.00 -0.54 2.42
H -1.30 2.23 2.67
H -3.77 2.20 2.50
H -5.91 0.95 2.45
H -6.15 -2.80 2.46
H -6.90 -1.45 3.34
H -6.89 -1.45 1.57
H -3.78 -2.77 2.48
H -1.63 -1.57 2.58
H 1.54 -1.54 2.73
H 3.63 -2.77 2.48
C 3.65 3.35 7.61
C 2.90 2.99 6.31
N 1.54 3.44 6.24
C 0.70 3.63 5.11
C -0.50 4.55 5.36
H 4.64 2.87 7.65
H 3.81 4.43 7.67
H 3.09 3.04 8.49
H 3.48 3.39 5.45
H 2.93 1.89 6.16
H 1.17 3.78 7.12
H 1.28 4.01 4.26
H 0.34 2.65 4.76
H -1.19 4.55 4.50
H -1.07 4.23 6.24
H -0.17 5.58 5.52
*
```

Values from the calculation:
Energy above the lowest of the compared OMol25 structures with the same formula, charge and spin, kcal per mole: 32.2
F_max, eV Å⁻¹: 2.0
Gap between HOMO and LUMO, eV: 4.96
HOMO level, eV: -10.41



Entry 4:
ORCA calculation (ωB97M-V/def2-TZVPD) on a molecular structure, C18H42AgBBr4N2O4Pd2S2 at a distorted geometry.

Structure (ORCA input):
```
! wB97M-V def2-TZVPD RIJCOSX def2/J DEFGRID3
* xyz 2 5
Ag 5.48 0.52 -11.11
Pd 7.81 8.80 -17.16
Pd 9.62 4.48 -13.53
O 7.03 7.44 -12.09
C 6.09 7.24 -11.04
C 6.49 6.25 -9.84
O 7.24 5.05 -10.15
H 5.30 6.66 -11.50
H 5.73 8.21 -10.68
H 5.53 5.97 -9.41
H 6.92 6.84 -9.04
B 13.47 5.45 -13.70
H 12.96 6.33 -13.36
H 13.50 4.74 -12.89
H 12.86 5.12 -14.53
H 14.46 5.69 -14.06
C 12.42 10.42 -7.55
C 13.46 9.52 -6.83
C 14.60 10.33 -6.26
C 14.14 11.19 -5.10
N 13.83 11.91 -4.20
H 12.98 10.98 -8.31
H 11.92 11.20 -6.97
H 11.69 9.91 -8.18
H 13.78 8.83 -7.61
H 13.13 8.81 -6.08
H 15.03 10.98 -7.03
H 15.35 9.60 -5.97
C 5.55 7.20 -3.05
C 6.81 7.85 -2.50
C 8.10 7.18 -2.96
C 8.10 5.72 -2.92
N 8.09 4.51 -2.91
H 4.66 7.69 -2.63
H 5.41 6.12 -3.10
H 5.55 7.47 -4.11
H 6.77 7.83 -1.41
H 6.82 8.92 -2.72
H 8.97 7.66 -2.52
H 8.28 7.45 -4.00
C 0.88 8.85 -16.40
S 1.45 7.56 -17.56
O 2.96 7.51 -17.36
C 0.81 6.13 -16.63
H 0.82 9.72 -17.05
H 1.50 8.98 -15.51
H -0.09 8.62 -15.96
H 1.44 5.99 -15.74
H 1.06 5.30 -17.29
H -0.26 6.25 -16.47
C 5.77 15.84 -16.00
S 6.10 14.49 -14.82
O 6.43 13.31 -15.72
C 7.79 15.00 -14.31
H 6.70 16.10 -16.49
H 5.45 16.74 -15.46
H 5.13 15.56 -16.83
H 8.60 14.84 -15.02
H 8.06 14.38 -13.46
H 7.85 15.96 -13.79
Br 5.98 14.51 -7.23
C 4.06 14.52 -7.51
C 3.49 13.41 -6.52
Br 3.82 14.01 -4.58
H 3.82 14.34 -8.56
H 3.69 15.44 -7.06
H 4.03 12.47 -6.63
H 2.47 13.14 -6.76
Br 15.59 1.17 -8.38
C 13.67 1.36 -7.83
C 12.88 0.40 -8.79
Br 12.87 -1.48 -8.04
H 13.24 2.34 -8.06
H 13.69 1.40 -6.75
H 13.18 0.36 -9.84
H 11.82 0.65 -8.81
*
```

Values from the calculation:
F_max, eV Å⁻¹: 6.2
Expectation value of S²: 6.02
Gap between HOMO and LUMO (alpha / beta), eV: 3.29 / 2.51
HOMO level (alpha / beta), eV: -12.43 / -12.05



Entry 5:
ORCA calculation (ωB97M-V/def2-TZVPD) on a molecular structure, C4H6N2O at a distorted geometry.

Structure (ORCA input):
```
! wB97M-V def2-TZVPD RIJCOSX def2/J DEFGRID3
* xyz 0 1
C 2.17 0.46 0.06
C 0.72 0.10 -0.01
C 0.15 -1.17 0.04
N -1.21 -1.01 -0.02
C -1.34 0.32 -0.11
O -2.75 0.52 -0.35
N -0.29 1.07 -0.12
H 2.38 1.09 0.93
H 2.48 1.01 -0.84
H 2.77 -0.45 0.14
H 0.60 -2.15 0.12
H -2.55 -0.90 -0.21
H -3.12 1.11 0.36
*
```

Values from the calculation:
Energy above the lowest of the compared OMol25 structures with the same formula, charge and spin, kcal per mole: 75.0
F_max, eV Å⁻¹: 3.3
Gap between HOMO and LUMO, eV: 8.62
HOMO level, eV: -8.28



Entry 6:
ORCA calculation (ωB97M-V/def2-TZVPD) on 2 unconnected molecules or ions with the total composition C4H12 at a distorted geometry.

Structure (ORCA input):
```
! wB97M-V def2-TZVPD RIJCOSX def2/J DEFGRID3
* xyz 0 1
C -1.01 -1.38 -1.40
C -0.86 -1.76 0.11
H -1.97 -1.00 -1.59
H -0.19 -0.73 -1.76
H -0.79 -2.24 -2.01
H -1.47 -1.08 0.76
H 0.05 -1.84 0.44
H -1.37 -2.76 0.23
C 0.64 0.91 0.80
C 1.29 2.24 0.41
H 0.20 1.12 1.76
H -0.09 0.46 0.06
H 1.39 0.09 1.09
H 1.57 2.42 -0.64
H 2.07 2.52 1.15
H 0.52 3.02 0.59
*
```

Values from the calculation:
Energy above the lowest of the compared OMol25 structures with the same formula, charge and spin, kcal per mole: 20.7
F_max, eV Å⁻¹: 6.9
Gap between HOMO and LUMO, eV: 12.45
SMILES string: CC.CC
HOMO level, eV: -11.31



Entry 7:
ORCA calculation (ωB97M-V/def2-TZVPD) on a molecular structure, C28H53BBe2BrF3Mg2N3O12P at a distorted geometry.

Structure (ORCA input):
```
! wB97M-V def2-TZVPD RIJCOSX def2/J DEFGRID3
* xyz 2 1
C 7.37 1.68 4.48
C 6.31 1.45 3.20
O 6.60 0.10 2.68
B 6.11 -0.04 1.27
O 6.90 0.64 0.23
N 4.87 -0.90 1.05
C 4.99 -2.15 0.16
C 3.57 -2.91 0.60
C 2.60 -1.56 0.44
C 1.81 -1.91 -0.95
N 0.90 -3.11 -0.67
C 3.60 -0.22 0.48
C 2.94 0.86 1.54
C 2.77 0.26 3.07
C 2.28 1.53 4.03
F 0.90 1.88 3.54
C 3.78 0.45 -1.05
C 2.49 1.38 -1.49
O 2.20 1.37 -2.93
C 1.53 2.61 -3.37
C -0.13 2.53 -3.30
O -0.61 3.12 -2.01
C -1.83 2.39 -1.60
C -1.67 0.90 -0.90
C -3.00 -0.01 -0.45
C -4.55 0.52 -0.65
C -5.90 -0.39 -0.25
C -6.54 -0.83 -1.74
C -5.40 -1.74 0.53
C -6.87 0.61 0.61
C -8.07 -0.11 1.45
C -9.15 1.10 1.83
C -7.60 -0.73 2.92
C -8.93 -1.24 0.64
C -4.70 2.04 -1.33
C -3.37 2.95 -1.78
H 6.86 2.20 5.39
H 8.30 2.29 4.09
H 7.69 0.60 4.84
H 5.23 1.46 3.69
H 6.40 2.31 2.41
H 7.30 -0.01 -0.42
H 4.77 -1.37 2.00
H 5.11 -2.00 -0.99
H 5.82 -2.86 0.63
H 3.45 -3.77 -0.19
H 3.55 -3.17 1.75
H 1.69 -1.53 1.22
H 2.61 -2.29 -1.74
H 1.11 -1.06 -1.35
H 1.39 -4.01 -0.86
H 0.13 -3.03 -1.39
H 3.66 1.80 1.63
H 1.85 1.22 1.22
H 3.76 -0.16 3.54
H 1.89 -0.54 3.15
H 2.27 1.21 5.17
H 2.97 2.44 3.81
H 3.96 -0.38 -1.88
H 4.73 1.16 -1.11
H 2.74 2.48 -1.11
H 1.52 1.04 -0.92
H 1.80 2.75 -4.52
H 1.83 3.57 -2.76
H -0.63 3.12 -4.21
H -0.37 1.36 -3.37
H -0.58 0.43 -0.75
H -2.75 -1.07 0.00
H -7.23 -1.79 -1.64
H -7.18 0.09 -2.09
H -5.65 -0.95 -2.48
H -4.59 -2.28 -0.14
H -6.26 -2.45 0.90
H -4.83 -1.36 1.50
H -7.39 1.42 -0.09
H -6.21 1.24 1.36
H -10.20 0.56 2.03
H -9.34 1.83 0.92
H -8.89 1.65 2.84
H -7.22 -1.85 2.77
H -6.75 -0.08 3.40
H -8.57 -0.84 3.61
H -9.42 -0.75 -0.32
H -8.33 -2.17 0.27
H -9.84 -1.65 1.29
H -5.78 2.46 -1.49
H -3.53 4.00 -2.28
O 1.89 -7.07 -4.12
P 1.90 -5.57 -3.79
O 2.18 -5.38 -2.29
O 0.54 -4.95 -4.14
O 3.00 -4.87 -4.61
Mg -0.80 1.19 -5.05
N 8.20 5.11 3.30
O 8.30 6.34 3.11
O 9.03 4.53 4.01
O 7.28 4.47 2.77
Be -3.50 -3.42 0.37
Br 3.70 -0.12 5.21
Be 0.40 -4.36 1.32
O -0.52 -0.11 -8.36
H 0.15 -0.78 -8.15
H -0.22 0.26 -9.20
F -0.20 0.09 -10.92
F -7.40 3.09 0.97
Mg 7.00 -2.21 1.95
*
```

Values from the calculation:
F_max, eV Å⁻¹: 6.4
Gap between HOMO and LUMO, eV: 1.73
HOMO level, eV: -12.09



Entry 8:
ORCA calculation (ωB97M-V/def2-TZVPD) on C3H3N3S in the gas phase at a distorted geometry.

Structure (ORCA input):
```
! wB97M-V def2-TZVPD RIJCOSX def2/J DEFGRID3
* xyz 0 1
S 2.80 0.01 -0.06
C 1.03 -0.10 0.03
N 0.42 1.13 -0.02
C -0.87 1.06 0.04
C -1.61 -0.13 -0.04
N -0.97 -1.28 -0.07
N 0.38 -1.28 0.05
H 2.94 -1.36 0.26
H -1.40 2.03 0.06
H -2.72 -0.08 -0.25
*
```

Values from the calculation:
Energy above the lowest of the compared OMol25 structures with the same formula, charge and spin, kcal per mole: 37.0
F_max, eV Å⁻¹: 2.2
Gap between HOMO and LUMO, eV: 9.32
SMILES string: Sc1nccnn1
HOMO level, eV: -9.50